Computed, not measured: a structure of composition C34H49NO2OsSSbSi3, with wB97M-V/def2-TZVPD.

As for the HOMO-LUMO gap: 6.63 eV. Its charge is +3. The total energy comes out at -3126.960012 hartree. The energy above the lowest of the compared OMol25 structures with the same formula, charge and spin comes out at 3.7 kJ/mol.

Geometry as XYZ:
```
92
Properties=species:S:1:pos:R:3:forces:R:3:lowdin_charge:R:1
Os -0.831494 -0.178033 -0.383898 -0.310 0.404 -0.088 1.1471
O 0.649721 -0.691667 -1.720527 0.099 -0.116 0.046 -0.2177
C 1.889644 -1.170653 -1.148402 0.024 0.037 -0.089 -0.0738
C 1.516100 -1.860686 0.125468 0.160 -0.011 0.047 -0.2395
C 2.354502 -2.772704 0.729679 0.037 -0.080 0.024 0.0383
C 1.966158 -3.356285 1.928693 0.019 0.015 -0.032 0.0288
C 0.731333 -3.032375 2.471596 0.062 0.118 -0.028 -0.0041
C -0.067981 -2.126640 1.805967 0.035 0.019 0.108 -0.0909
N 0.329207 -1.526924 0.671457 -0.101 -0.069 0.002 -0.0689
H 0.739739 -0.274022 -2.587811 0.033 0.018 0.002 0.1416
H 2.555222 -0.327026 -0.958366 0.011 -0.006 -0.036 0.1390
H 2.349891 -1.860380 -1.853414 0.038 -0.009 0.007 0.1601
H 3.297669 -3.029867 0.265504 0.000 0.009 0.005 0.1458
H 2.614446 -4.070565 2.419454 0.006 0.014 0.006 0.1403
H 0.379667 -3.481234 3.389630 0.021 0.044 -0.030 0.1254
H -1.055245 -1.869220 2.163110 -0.002 0.041 0.040 0.1084
C 2.019650 1.153126 1.323489 -0.034 0.133 0.031 -0.0544
O 0.799595 1.219217 0.564498 0.071 0.000 -0.077 -0.4106
Si -0.017197 2.626754 0.046808 0.015 -0.150 0.079 0.3913
C 0.701867 3.112492 -1.594083 -0.021 -0.001 0.002 -0.1181
C 0.053686 4.028647 1.241594 -0.082 0.016 -0.009 -0.1175
C -1.602743 1.556532 -0.084672 0.178 -0.023 0.017 -0.5878
Si -2.484932 1.431739 1.689747 0.076 -0.007 0.111 0.4597
C -1.223486 1.166537 3.046068 -0.095 0.020 0.017 -0.1509
C -3.376894 3.053229 1.914434 -0.045 -0.006 -0.054 -0.1308
C -3.663862 -0.015416 1.725825 0.056 -0.016 -0.024 -0.1900
Si -2.759563 2.122542 -1.603473 -0.027 0.027 0.012 0.4436
C -2.033651 1.542677 -3.232180 -0.020 -0.009 -0.041 -0.1854
C -2.812476 3.991469 -1.527873 0.033 0.008 0.033 -0.1482
C -4.493671 1.487751 -1.383523 -0.010 0.009 -0.027 -0.1634
H 1.985360 1.886249 2.128967 0.001 -0.004 -0.002 0.1039
H 2.878740 1.363402 0.685221 -0.001 -0.017 -0.003 0.1042
H 2.116026 0.164750 1.766010 -0.015 -0.037 0.000 0.0871
H 1.077980 2.257399 -2.158136 -0.025 -0.026 -0.010 0.0338
H 1.549967 3.779916 -1.416709 -0.003 -0.014 0.010 0.0648
H 0.006105 3.654450 -2.234350 0.002 0.009 -0.006 0.0455
H 1.062746 4.449364 1.255217 0.011 -0.023 -0.006 0.0657
H -0.230978 3.787670 2.263086 -0.010 0.024 -0.011 0.0351
H -0.605868 4.830805 0.896037 0.026 -0.007 -0.007 0.0596
H -0.586224 2.023469 3.254627 -0.023 0.016 -0.024 0.0320
H -0.574924 0.309494 2.880364 0.054 -0.090 -0.008 0.0112
H -1.794200 0.973271 3.960428 0.022 0.000 0.001 0.0631
H -2.989038 3.868752 1.306231 0.029 -0.014 0.029 0.0244
H -3.282089 3.353845 2.961094 -0.025 -0.030 0.006 0.0623
H -4.441174 2.943058 1.698395 0.012 0.039 -0.020 0.0514
H -3.120481 -0.963798 1.789373 -0.027 0.146 0.010 -0.0129
H -4.303669 -0.034115 0.842542 -0.032 0.014 0.002 0.0043
H -4.302739 0.055612 2.610679 -0.001 0.002 -0.002 0.0693
H -2.164483 2.322699 -3.985694 -0.026 -0.007 -0.001 0.0574
H -2.548908 0.649711 -3.590322 0.021 0.022 0.005 0.0228
H -0.965437 1.324192 -3.196312 0.048 0.044 0.011 0.0045
H -1.876981 4.499286 -1.288971 -0.021 -0.025 0.005 0.0247
H -3.573816 4.333422 -0.825624 0.023 -0.010 0.007 0.0452
H -3.111685 4.346024 -2.518883 -0.010 -0.015 0.007 0.0623
H -4.586056 0.401690 -1.406022 -0.007 -0.032 0.002 -0.0010
H -5.073498 1.871671 -2.229827 0.014 -0.003 0.004 0.0665
H -4.968533 1.872260 -0.478986 0.022 -0.020 -0.011 0.0405
S -2.208161 -1.448187 -1.535507 -0.226 -0.145 -0.003 0.2894
Sb -3.838040 -2.980798 -0.523989 -0.012 0.004 -0.079 1.5119
C -5.780034 -2.256424 -0.784053 0.055 0.043 -0.024 -0.3657
C -6.294011 -2.418274 -2.070295 0.005 -0.004 -0.020 -0.1113
C -7.585733 -1.991361 -2.341650 0.010 -0.003 -0.001 -0.0386
C -8.353856 -1.420769 -1.336290 0.010 -0.001 0.012 -0.0269
C -7.838089 -1.272409 -0.054072 -0.019 -0.017 0.003 -0.0416
C -6.546268 -1.685471 0.229982 0.038 0.037 0.016 -0.1197
C -3.279343 -3.616156 1.386168 0.070 0.002 -0.058 -0.3762
C -2.205709 -4.504644 1.452732 -0.132 -0.058 -0.002 -0.1401
C -1.839099 -5.031885 2.682431 -0.097 -0.044 0.018 -0.0752
C -2.535323 -4.670505 3.829383 0.033 -0.023 -0.010 -0.0332
C -3.600530 -3.780603 3.756581 -0.013 0.026 -0.003 -0.0328
C -3.978533 -3.246325 2.533383 -0.032 -0.156 0.045 -0.1181
C -3.575097 -4.589277 -1.824040 -0.027 -0.016 0.053 -0.3874
C -3.129729 -4.414406 -3.131672 0.011 0.016 -0.014 -0.1367
C -3.074979 -5.513373 -3.976367 0.003 -0.013 -0.001 -0.0479
C -3.463793 -6.765776 -3.518279 0.002 0.008 0.011 -0.0309
C -3.910318 -6.931749 -2.213621 0.000 -0.002 -0.014 -0.0413
C -3.971431 -5.842110 -1.358089 0.007 -0.004 0.020 -0.1110
H -5.712845 -2.890941 -2.854053 0.001 0.005 0.000 0.1018
H -7.993984 -2.117633 -3.335205 -0.002 -0.003 0.004 0.1247
H -9.365038 -1.100198 -1.548522 0.005 0.002 0.001 0.1263
H -8.448476 -0.845223 0.730372 0.006 0.003 -0.008 0.1233
H -6.163021 -1.564499 1.233003 0.002 0.020 0.002 0.0808
H -1.679923 -4.814485 0.556080 -0.005 -0.003 -0.018 0.1129
H -1.027560 -5.745371 2.740852 0.001 -0.019 0.002 0.1240
H -2.259250 -5.099919 4.783624 -0.010 0.001 0.005 0.1265
H -4.152151 -3.519519 4.649897 0.007 0.000 0.001 0.1259
H -4.824494 -2.574397 2.487371 0.033 -0.036 0.011 0.0878
H -2.827681 -3.442713 -3.502405 -0.003 0.004 0.010 0.0740
H -2.732171 -5.390929 -4.994945 -0.005 -0.001 0.002 0.1212
H -3.420990 -7.617813 -4.183377 -0.002 0.003 0.001 0.1252
H -4.216426 -7.907663 -1.862020 0.002 0.001 -0.003 0.1241
H -4.325261 -5.981552 -0.342541 -0.005 0.002 -0.002 0.1093
```
Forces are in eV/Å.